No. 1
{
  "formula": "C10H18N2",
  "method": "the ωB97M-V functional and the def2-TZVPD basis",
  "charge": 0,
  "smiles": "CN(C)n1cccc1C(C)(C)C",
  "lumo_ev": 0.84,
  "molar_mass_da": 166.27,
  "elements": ["C", "C", "C", "C", "C", "C", "C", "C", "C", "C", "N", "N", "H", "H", "H", "H", "H", "H", "H", "H", "H", "H", "H", "H", "H", "H", "H", "H", "H", "H"],
  "positions_angstrom": [[1.259, 0.886, 2.394], [1.847, 0.367, 1.220], [-0.088, 0.912, 2.207], [0.883, 0.067, 0.304], [-0.293, -0.717, -1.802], [1.803, -1.804, -1.006], [1.858, 0.526, -1.913], [-2.425, -0.733, 1.190], [-2.380, 1.513, 0.297], [1.036, -0.475, -1.085], [-0.396, 0.440, 0.970], [-1.666, 0.259, 0.450], [1.781, 1.212, 3.273], [2.902, 0.226, 1.078], [-0.862, 1.234, 2.878], [-0.099, -1.124, -2.793], [-0.909, -1.423, -1.254], [-0.845, 0.211, -1.912], [2.013, -2.177, -2.007], [2.746, -1.674, -0.482], [1.217, -2.551, -0.475], [1.970, 0.162, -2.933], [1.361, 1.494, -1.945], [2.847, 0.663, -1.485], [-1.797, -1.610, 1.339], [-2.768, -0.374, 2.171], [-3.295, -1.015, 0.597], [-1.752, 2.209, -0.257], [-3.288, 1.321, -0.273], [-2.659, 1.973, 1.255]],
  "forces_ev_per_a": [[-0.1, 0.1, 0.1], [0.0, -0.1, -0.1], [-0.2, 0.2, 0.4], [-2.6, 0.8, 1.3], [0.2, 0.0, 0.0], [-0.1, 0.1, 0.0], [-0.1, -0.1, 0.1], [0.1, -0.1, 0.0], [0.1, 0.1, -0.1], [0.1, -0.1, -0.3], [3.0, -0.8, -1.5], [-0.2, 0.1, 0.2], [0.0, 0.1, 0.2], [0.2, 0.0, -0.1], [-0.1, 0.0, 0.1], [0.1, -0.1, -0.1], [-0.1, -0.1, 0.0], [-0.1, 0.0, -0.1], [0.0, -0.1, -0.1], [0.1, 0.0, 0.0], [0.0, -0.1, 0.1], [0.0, 0.0, -0.1], [0.0, 0.1, 0.0], [0.1, 0.1, 0.1], [-0.1, 0.0, 0.0], [0.0, 0.0, 0.0], [0.0, 0.0, 0.0], [0.0, 0.0, 0.0], [0.0, 0.0, 0.0], [0.0, 0.0, 0.0]],
  "nbo_charge": [-0.312, -0.295, -0.065, 0.155, -0.582, -0.584, -0.584, -0.416, -0.414, -0.102, -0.214, -0.268, 0.220, 0.218, 0.206, 0.201, 0.210, 0.211, 0.202, 0.208, 0.209, 0.202, 0.209, 0.208, 0.214, 0.171, 0.203, 0.213, 0.204, 0.171]
}


No. 2
{
  "formula": "C14H16O",
  "method": "the ωB97M-V functional and the def2-TZVPD basis",
  "spin_multiplicity": 2,
  "charge": -1,
  "lumo_ev": [3.24, 3.21],
  "molar_mass_da": 200.28,
  "elements": ["C", "C", "C", "C", "C", "C", "C", "H", "H", "H", "H", "H", "H", "H", "H", "C", "C", "C", "C", "C", "C", "C", "O", "H", "H", "H", "H", "H", "H", "H", "H"],
  "positions_angstrom": [[1.649, 0.568, 3.690], [0.736, -0.250, 2.850], [-0.628, -0.285, 3.126], [1.166, -1.047, 1.799], [-1.510, -1.065, 2.400], [0.312, -1.924, 1.131], [-1.034, -1.940, 1.432], [2.199, 1.293, 3.100], [2.394, -0.033, 4.217], [-1.057, 0.385, 3.864], [2.237, -1.136, 1.628], [-2.549, -1.029, 2.704], [0.791, -2.553, 0.390], [-1.667, -2.647, 0.908], [1.127, 1.044, 4.517], [0.933, -1.433, -2.927], [0.767, 1.010, -2.701], [0.142, -0.206, -2.555], [0.069, 2.278, -2.544], [-1.209, 2.190, -1.999], [-1.129, -0.268, -1.950], [-1.781, 0.979, -1.690], [-1.951, 3.301, -1.632], [1.771, 1.125, -3.102], [0.529, 3.112, -3.044], [0.296, -2.222, -3.343], [1.357, -1.949, -2.048], [-1.508, -1.264, -1.765], [-1.525, 4.143, -1.788], [-2.728, 0.971, -1.156], [1.801, -1.146, -3.515]],
  "forces_ev_per_a": [[0.5, -0.1, 0.6], [-0.9, -0.4, -0.1], [-0.1, 0.7, -0.2], [0.6, -0.7, 0.4], [0.0, -0.4, 0.3], [0.8, 0.6, 0.1], [-0.2, -0.2, -0.3], [0.0, 0.3, 0.0], [0.1, -0.3, -0.3], [0.2, -0.1, 0.2], [-0.1, 0.2, -0.3], [-0.1, -0.1, -0.3], [-0.5, -0.1, -0.1], [-0.2, 0.2, 0.1], [-0.3, 0.4, -0.2], [-0.1, -0.5, 1.2], [-0.2, 1.0, -0.7], [0.6, 0.1, 0.7], [0.4, -1.0, 0.2], [0.3, 0.1, 0.2], [0.9, -0.1, -1.1], [-0.7, -0.4, 0.7], [-1.0, 0.2, 0.0], [0.0, -0.5, -0.1], [-0.3, 0.6, 0.1], [0.2, 0.3, -0.6], [-0.1, 0.3, 0.1], [-0.6, 0.2, 0.2], [0.7, -0.2, -0.2], [0.0, 0.2, 0.0], [-0.2, -0.3, -0.5]],
  "lowdin_spin": [0.002, 0.005, 0.007, 0.013, 0.011, 0.005, 0.004, 0.001, 0.000, 0.000, 0.004, 0.002, 0.001, 0.001, 0.000, 0.013, 0.147, 0.044, 0.213, 0.056, 0.221, 0.142, 0.013, 0.011, 0.027, 0.005, 0.000, 0.031, 0.007, 0.011, 0.002]
}


| no. | E (eV) |
| --- | --- |
| 1 | -13640.849 |
| 2 | -16823.385 |